151
Properties=species:S:1:pos:R:3:forces:R:3:mulliken_spin:R:1 method="wB97M-V/def2-TZVPD" e_above_lowest_kcal_mol=9.57 total_charge=-1 multiplicity=2 energy_ev=-156337.44617 e_homo_ev="-2.6 / -6.3" gap_ha="0.16717 / 0.30328" mol_weight_g_mol=1389.912 lumo_energy_ev="1.954 / 1.949"
Hg -0.9966 -3.1185 0.5354 -0.1966 -0.7347 -0.2916 1.06
C 0.4117 -0.2232 3.2821 -0.4075 -0.8883 -0.4222 0.01
F 1.6976 0.0054 3.1050 0.1773 -0.2573 -0.0932 0.00
F 0.2496 -1.3662 4.0060 0.1604 0.8470 -1.3644 0.00
F -0.0873 0.7445 4.0144 -0.5083 0.7364 0.1380 0.00
S -0.5495 -0.2160 1.5193 -0.0702 -3.4591 1.0127 -0.05
O -1.7077 -1.0676 1.7014 -0.4439 1.6575 1.1485 -0.07
O -0.7092 1.1587 1.1672 0.2789 -0.2689 -0.1211 0.03
N 0.3493 -1.3938 0.5280 1.2557 5.1494 2.3875 0.11
S 1.3027 -0.3676 -0.2426 0.2253 -0.2878 -5.2305 0.01
O 0.5813 0.0868 -1.4573 1.4098 -0.9498 1.3223 0.00
O 1.9915 0.6786 0.4311 0.8124 0.3848 1.3911 0.02
C 2.7899 -1.5147 -0.8184 -1.0919 0.5299 0.5325 -0.01
F 3.2421 -2.2236 0.2282 -0.1866 0.1466 -0.4908 0.00
F 2.4440 -2.2927 -1.8213 -0.7359 -1.0524 -0.0635 0.00
F 3.7831 -0.7947 -1.3099 0.5496 0.9780 0.4491 0.00
C 2.0132 -4.5811 2.9889 -1.0683 -0.7530 0.1428 0.00
F 2.2347 -3.3564 2.5971 0.2313 0.6938 -0.1759 0.00
F 3.1537 -5.2727 2.9604 -0.6576 0.0639 -0.0878 0.00
F 1.5335 -4.5456 4.2399 0.3884 -0.3862 -0.6644 0.00
S 0.7099 -5.3050 1.6769 1.6234 -2.0143 -3.0031 -0.06
O 1.0364 -4.5662 0.4494 0.1803 -0.0293 1.5304 -0.01
O 0.9898 -6.7468 1.4244 -1.1247 2.8540 1.7050 0.00
N -0.8586 -4.7495 2.1029 3.8892 -2.3148 -0.0600 -0.03
S -1.4188 -5.7601 3.1430 -0.8876 -3.4138 3.7134 0.04
O -2.7312 -6.2728 2.7844 0.9910 0.8678 0.1554 0.00
O -0.4932 -6.7660 3.7053 -1.0269 1.8805 -0.8863 0.02
C -1.7315 -4.5669 4.5884 1.0491 -1.5937 -0.0141 0.00
F -2.9368 -4.1283 4.3375 -0.5620 1.6544 0.3960 0.00
F -1.8204 -5.3081 5.7480 0.6690 1.3772 -1.0598 0.00
F -0.7748 -3.5631 4.6811 -2.2994 -1.7641 0.3341 0.00
C -0.1804 6.9106 -1.5671 -0.3997 0.1915 0.4826 0.00
C -0.6438 5.5968 -0.9333 0.4441 -0.7201 -0.6296 0.00
C -0.6422 4.4303 -1.9959 1.3173 0.0187 1.2194 0.00
C 0.7627 3.8206 -2.2926 0.4371 0.0946 -0.6099 0.00
C 1.5611 3.4139 -1.0508 -1.3979 1.6065 1.1461 0.00
C 1.7020 4.6625 -0.0892 -0.1627 -0.4889 1.0001 0.00
N 0.2968 5.2204 0.2006 -0.1409 -2.9319 -1.7535 0.00
O 0.2379 6.0765 1.2771 0.3529 0.6604 -0.2286 0.00
C 2.2788 3.9946 1.2382 -1.4604 0.4283 -0.1130 0.00
C 2.7626 5.6746 -0.5982 -0.6388 -0.4132 0.2188 0.00
C -2.1102 5.7613 -0.4186 0.7261 -0.4786 0.2867 0.00
H 0.0060 7.4932 -0.6649 0.4387 0.7961 -0.4004 0.00
H -0.9570 7.4392 -2.1199 -0.2457 -0.1503 0.0170 0.00
H 0.6800 6.8487 -2.2333 0.1207 -0.1639 0.3438 0.00
H -1.2953 3.6644 -1.5777 0.0345 -0.1605 -0.2673 0.00
H -1.0109 4.8027 -2.9517 -0.4084 0.0630 0.1357 0.00
H 1.3292 4.5064 -2.9225 0.1883 0.6142 0.2122 0.00
H 0.6639 3.0090 -3.0134 -0.3297 -0.5099 0.3459 0.00
H 2.5582 2.9740 -1.0681 -0.0312 0.0213 -0.9960 0.00
H 0.9559 2.6836 -0.5136 0.0053 0.0270 0.0593 0.00
H 1.5167 3.2560 1.4865 0.4323 -0.6126 -0.1051 0.00
H 3.2800 3.5865 1.0999 -0.3209 -0.2874 -0.3611 0.00
H 2.3190 4.5442 2.1787 0.0278 0.9591 -0.3663 0.00
H 2.8364 6.5136 0.0937 0.0545 0.1724 0.0086 0.00
H 3.7155 5.1461 -0.5699 0.1152 0.1432 -0.1381 0.00
H 2.5803 6.0497 -1.6052 0.0081 -0.0520 0.0358 0.00
H -2.8334 5.7016 -1.2320 0.2009 0.2837 -0.3061 0.00
H -2.2679 6.6784 0.1490 0.1073 0.0742 -0.0911 0.00
H -2.3796 4.9289 0.2315 0.2683 -0.0608 0.1560 0.00
H 0.7600 6.8045 0.9322 0.2206 0.9650 0.6856 0.00
C -5.1307 -4.2604 -1.1202 -1.1797 -0.2389 -0.1480 0.00
C -3.7698 -4.3736 -0.4857 1.9737 0.2893 0.4675 -0.11
C -3.1657 -5.7824 -0.4379 -0.9971 -0.0923 -1.1016 0.01
C -2.7889 -6.3211 -1.8566 0.7325 0.4473 1.1028 -0.01
C -1.6512 -5.4951 -2.5311 -1.9518 -0.3331 1.8478 0.03
C -2.0079 -3.9434 -2.4133 -0.0754 -0.7907 -2.1176 -0.18
N -2.6151 -3.5882 -1.0684 0.7185 -2.2758 -0.8428 0.04
O -2.7255 -2.2155 -0.8895 -1.7984 0.4637 -1.4107 0.01
C -0.6470 -3.2545 -2.6863 -0.3226 0.7519 1.7497 0.04
C -2.9918 -3.5690 -3.5906 -0.0630 -0.4890 0.4900 0.04
C -3.9870 -3.9778 0.9971 -0.0532 0.6344 -0.2894 0.08
H -5.2973 -4.5031 -2.1696 0.5236 -0.1002 -0.0078 0.00
H -5.6566 -3.3239 -0.9345 0.4380 0.4103 -0.0499 -0.02
H -5.7263 -4.9611 -0.5350 -0.2077 -0.2800 -0.1718 0.00
H -2.3626 -5.6939 0.2938 0.3612 -0.4518 -0.5399 0.01
H -3.9170 -6.4137 0.0365 -0.0127 -0.2815 -0.0712 0.00
H -3.6227 -6.3230 -2.5587 -0.4243 0.0635 0.3266 0.00
H -2.4830 -7.3611 -1.7432 0.1115 -0.0801 -0.1169 0.00
H -1.6378 -5.9605 -3.5166 0.3855 1.0256 -0.5136 0.00
H -0.7149 -5.7444 -2.0317 0.1111 0.3755 0.0721 0.01
H -0.0992 -3.6563 -3.5387 -0.4819 0.1336 -0.1986 0.01
H -0.7130 -2.1670 -2.6527 -0.1763 0.1528 -0.7521 -0.02
H 0.0028 -3.4021 -1.8238 0.1669 -0.5391 0.0718 0.00
H -3.7763 -4.3123 -3.7319 0.0710 -0.2998 0.1534 0.00
H -3.5511 -2.6475 -3.4290 0.3416 0.2923 0.0878 -0.01
H -2.4705 -3.5169 -4.5464 0.2012 0.1820 0.0999 0.00
H -3.1184 -4.0228 1.6541 -0.1184 -0.3720 -0.3828 0.00
H -4.7522 -4.6586 1.3701 0.0433 0.1247 0.2463 0.00
H -4.3228 -2.9441 1.0789 -0.2983 0.0085 -0.0847 -0.05
H -3.5812 -2.1235 -1.3150 -0.7197 1.6167 -0.1942 0.05
C -5.1288 1.9000 -3.3159 0.1993 -0.8038 -0.1827 0.00
C -4.2280 1.0403 -2.3265 -1.1444 0.7627 1.4085 0.00
C -3.5564 2.0590 -1.4025 0.5517 0.6781 0.3895 0.00
C -4.4746 2.5928 -0.2902 0.6010 -0.8104 0.0459 0.00
C -5.1397 1.4411 0.4617 -0.1489 0.8437 0.7879 0.00
C -5.9628 0.5796 -0.4425 -0.8904 0.3240 1.6411 0.00
N -5.0416 0.1102 -1.4353 2.3328 1.1663 -0.0695 0.00
O -5.4736 -0.9502 -2.1478 -0.8982 -1.5644 -1.0609 0.00
C -6.4608 -0.5448 0.5043 -0.6563 -1.3143 -1.1832 0.00
C -7.2324 1.3551 -0.8906 -0.6528 -0.3227 -1.0241 0.00
C -3.0481 0.3185 -2.9529 -0.8674 -0.2944 -1.2249 0.01
H -4.5582 2.3741 -4.1146 0.4847 0.0268 0.2215 0.00
H -5.6838 2.6920 -2.8131 0.2253 -0.0962 0.1759 0.00
H -5.8741 1.3458 -3.8863 -0.1443 -0.5102 0.1720 0.00
H -2.5637 1.7429 -1.0818 -0.2871 -0.8082 0.7207 0.00
H -3.2058 2.8682 -2.0430 -0.5250 0.4565 -0.1966 0.00
H -5.1934 3.1881 -0.8533 -0.3035 0.3575 0.7274 0.00
H -3.9311 3.1645 0.4620 0.0551 0.4437 -0.4199 0.00
H -5.8001 1.7181 1.2834 -0.3877 0.9992 -0.1905 0.00
H -4.4766 0.8358 1.0798 0.8447 -0.1769 -0.7717 0.00
H -7.2810 -0.2944 1.1770 0.4961 0.9279 0.3299 0.00
H -7.0052 -1.3024 -0.0595 0.3067 -0.3587 -0.4840 0.00
H -5.6737 -1.0740 1.0414 0.1381 0.2832 -0.0434 0.00
H -7.1362 2.3568 -1.3095 0.5288 0.1139 0.4613 0.00
H -7.7511 0.8588 -1.7109 0.0510 -0.5525 -0.2310 0.00
H -8.0068 1.3779 -0.1240 0.3237 0.1380 0.3085 0.00
H -2.4800 1.1268 -3.4134 0.6449 -0.1955 0.2897 0.00
H -3.3014 -0.3264 -3.7942 -0.3694 -0.1324 -0.0645 0.00
H -2.5112 -0.3147 -2.2465 0.1963 0.5666 0.0948 0.00
H -6.1687 -0.6061 -2.7136 -0.5245 -0.2268 -0.6372 0.00
C 6.0508 3.0829 1.2357 0.2334 -0.5373 0.0124 0.00
C 6.8488 2.1831 2.1930 -1.6520 -0.2601 1.5576 0.00
C 5.8641 1.1817 2.8671 -0.1276 -0.8300 -1.7769 0.00
C 5.4953 -0.0544 2.0096 1.6369 -1.2518 -0.0521 0.00
C 6.7364 -0.7971 1.3987 -0.1415 2.0378 -0.0735 0.00
C 7.7010 0.2907 0.7034 0.2918 -1.9410 -0.9610 0.00
N 7.9700 1.4054 1.6373 -0.4652 -0.6590 0.3440 0.00
O 8.8601 2.2963 0.9885 0.1710 0.4255 0.0046 0.00
C 9.1073 -0.4895 0.3513 -2.1682 0.7078 1.0810 0.00
C 7.0517 0.6710 -0.6985 0.5341 -0.6335 1.7738 0.00
C 7.2596 3.0520 3.4557 0.9033 0.4460 -1.0176 0.00
H 5.3124 3.6030 1.8458 0.3072 0.4929 -0.0729 0.00
H 5.4479 2.5009 0.5386 0.1854 -0.0619 -0.0934 0.00
H 6.7258 3.7310 0.6767 -0.2429 0.2515 0.0684 0.00
H 6.3280 0.9584 3.8279 -0.5296 -0.5279 0.0599 0.00
H 4.8583 1.5979 2.9251 0.3073 0.8126 0.8860 0.00
H 4.7839 0.1688 1.2146 -0.1073 0.2553 0.1926 0.00
H 5.0671 -0.8059 2.6730 -0.5934 0.1729 -0.0308 0.00
H 6.4432 -1.5441 0.6610 -0.1697 0.2502 -0.2893 0.00
H 7.1430 -1.4052 2.2068 0.8409 0.4240 0.0671 0.00
H 8.9358 -1.3700 -0.2679 -0.4296 0.2036 -0.2877 0.00
H 9.8291 0.1546 -0.1509 0.0870 -0.0349 0.4863 0.00
H 9.3639 -0.9248 1.3171 0.8933 0.4193 0.0124 0.00
H 6.0084 0.9613 -0.5740 0.1376 0.0059 -0.2625 0.00
H 7.6419 1.4450 -1.1890 -0.1272 -0.0992 -0.1056 0.00
H 7.1096 -0.2964 -1.1973 -0.1913 0.3538 -0.6016 0.00
H 8.0081 2.5845 4.0955 0.1132 -0.3509 -0.2147 0.00
H 6.4490 3.3268 4.1307 -0.4845 -0.3970 -0.3939 0.00
H 7.6603 4.0175 3.1469 0.2728 0.1072 -0.1651 0.00
H 9.3876 2.5588 1.7463 0.4474 0.2069 -0.1776 0.00